Record 1
{"formula": "C20H77Br2ClFN2O32PS", "method": "ωB97M-V/def2-TZVPD", "homo_energy_ev": -9.97, "species": ["C", "C", "C", "C", "O", "C", "O", "C", "N", "C", "N", "C", "O", "P", "O", "Cl", "C", "C", "Br", "C", "C", "Br", "C", "C", "F", "O", "S", "O", "O", "C", "C", "C", "C", "O", "C", "C", "H", "H", "H", "H", "H", "H", "H", "H", "H", "H", "H", "H", "H", "H", "H", "H", "H", "H", "H", "H", "H", "H", "H", "H", "H", "H", "H", "H", "H", "O", "H", "H", "O", "H", "H", "O", "H", "H", "O", "H", "H", "O", "H", "H", "O", "H", "H", "O", "H", "H", "O", "H", "H", "O", "H", "H", "O", "H", "H", "O", "H", "H", "O", "H", "H", "O", "H", "H", "O", "H", "H", "O", "H", "H", "O", "H", "H", "O", "H", "H", "O", "H", "H", "O", "H", "H", "O", "H", "H", "O", "H", "H", "O", "H", "H", "O", "H", "H", "O", "H", "H"], "coordinates": [[7.141829, -1.926593, -1.444179], [6.483016, -2.203871, -2.812762], [5.136492, -1.481806, -2.971430], [3.970073, -2.460495, -3.069043], [2.654320, -1.962350, -2.825178], [2.176358, -1.596122, -1.585765], [3.193505, -1.402808, -0.586822], [3.792825, -2.425232, -0.058115], [4.338395, -3.309869, 0.443429], [1.662320, -0.092242, -1.813424], [2.772095, 0.481935, -2.583822], [3.012108, 1.639813, -2.857980], [3.452053, 2.644264, -3.275064], [1.834002, 1.154118, -0.303696], [3.452838, 1.203782, -0.078740], [1.363837, 0.182239, 1.443707], [0.360428, 0.016084, -2.683413], [-0.433308, 1.319087, -2.359540], [-0.103948, 2.838896, -3.469727], [-1.366560, 1.438201, -1.410351], [-1.833995, 0.441752, -0.404139], [-2.356458, 3.047361, -1.178507], [0.548237, -0.015274, -4.258579], [0.697358, -1.386018, -4.913825], [1.537266, 0.824334, -4.756288], [-0.650069, -1.004329, -2.534451], [-0.526433, -2.477097, -1.935531], [-1.532443, -2.554742, -0.913236], [-0.690296, -3.417679, -3.002432], [1.139646, -2.693822, -1.146144], [0.863081, -2.729972, 0.350352], [1.592759, -4.075420, -1.664089], [0.857602, -5.281640, -1.078975], [1.465166, -5.674768, 0.139291], [1.687862, -7.074840, 0.267141], [3.000508, -7.478664, -0.390912], [6.360689, -1.706027, -0.719024], [7.771083, -1.045626, -1.492978], [7.715614, -2.774257, -1.075727], [7.150648, -1.812838, -3.580733], [6.390473, -3.275614, -2.997294], [5.005853, -0.720461, -2.203422], [5.158183, -0.922120, -3.908925], [3.956861, -2.830342, -4.094361], [4.210027, -3.344718, -2.469621], [3.784017, 0.442605, 0.422633], [-1.815974, 0.881182, 0.592320], [-1.277641, -0.482289, -0.371258], [-2.877883, 0.195474, -0.607839], [-0.401199, 0.386701, -4.617003], [-0.270152, -1.750851, -5.249378], [1.146634, -2.150738, -4.293762], [1.319134, -1.257752, -5.798462], [1.749353, -2.698946, 0.970458], [0.219429, -1.923577, 0.689781], [0.312656, -3.617102, 0.647381], [1.527748, -4.129701, -2.746219], [2.644925, -4.203770, -1.412574], [-0.200618, -5.060808, -0.909753], [0.894982, -6.083050, -1.819892], [1.711869, -7.287673, 1.334014], [0.866786, -7.630533, -0.196061], [3.803869, -6.848964, -0.007713], [2.946960, -7.345780, -1.472079], [3.241908, -8.518084, -0.167793], [2.241435, -2.809574, 3.040726], [3.148328, -3.090069, 2.861839], [2.274425, -2.439912, 3.933665], [-5.687403, 3.113964, 0.420542], [-6.133598, 3.964239, 0.518451], [-4.827741, 3.357596, 0.055521], [-6.000197, 3.665639, 3.349683], [-5.725597, 2.885618, 3.846336], [-6.143789, 3.329516, 2.460343], [6.051222, 3.011426, -1.536133], [5.208023, 2.994398, -2.004390], [5.854231, 3.528339, -0.747169], [0.343158, 4.960102, -1.014917], [0.539853, 5.901596, -0.962411], [1.120767, 4.574350, -1.433217], [-3.146261, 2.049952, -4.508253], [-2.699657, 2.117621, -3.656077], [-3.977937, 1.604559, -4.317164], [1.601752, -0.135765, 5.012083], [0.709352, 0.136591, 5.263507], [1.662280, 0.086001, 4.079610], [2.526920, 2.844214, 3.243170], [2.873805, 2.884684, 2.346128], [3.279681, 2.590309, 3.791947], [-1.024410, 1.117276, 3.082227], [-1.204451, 2.030274, 3.341661], [-0.310220, 1.218356, 2.438615], [-8.659216, 2.067412, 3.315364], [-9.551709, 2.397707, 3.145902], [-8.177234, 2.842677, 3.644031], [-3.205145, -1.520296, 1.331318], [-2.957898, -1.937607, 0.496936], [-3.120610, -2.217904, 1.987536], [-8.552350, -0.868986, 2.471393], [-8.513003, 0.064682, 2.710702], [-8.854030, -0.890003, 1.558205], [-3.658197, 5.357255, 3.065718], [-3.062706, 5.112857, 3.784882], [-4.505795, 4.971779, 3.334561], [5.363124, -2.082069, -6.259411], [4.907512, -1.231756, -6.274549], [6.189062, -1.913369, -6.723611], [-10.012852, 2.302397, 0.484632], [-9.605447, 2.408723, -0.381979], [-9.288581, 2.001749, 1.046191], [-8.702386, 2.403125, 6.278327], [-8.430240, 1.636420, 6.791294], [-8.880393, 2.058312, 5.394606], [-11.326538, -0.243849, -1.345957], [-12.217091, 0.073964, -1.522514], [-10.863613, 0.525354, -0.996477], [-5.591695, 7.127082, 4.980702], [-5.249173, 8.004824, 5.176100], [-4.970244, 6.766417, 4.337979], [7.612553, 0.246159, 0.577147], [7.313596, 0.982605, 0.025987], [7.474410, 0.543572, 1.481448], [-1.166393, 4.044657, 3.396201], [-0.894402, 4.948007, 3.594832], [-1.629098, 4.102207, 2.550210], [4.490399, 1.231744, -5.741481], [3.615406, 1.317768, -6.134717], [4.393703, 1.621736, -4.864697], [0.943348, -4.315396, 5.248137], [-0.001720, -4.277188, 5.422656], [1.030059, -4.109055, 4.308586], [3.437111, 1.779088, 6.239689], [2.692768, 1.244544, 5.919402], [3.829131, 1.252877, 6.941867], [-2.439236, 8.138770, 2.086062], [-2.930323, 7.353564, 2.353148], [-2.567471, 8.195577, 1.134798]], "atomic_forces_ev_per_a": [[-0.65, -0.22, -0.35], [0.39, 0.42, 0.22], [-0.06, 0.49, -0.64], [1.04, -0.55, 0.01], [0.33, -0.03, 0.22], [-1.08, 0.30, -1.12], [0.45, -0.54, 0.22], [0.01, -0.29, -0.06], [-0.10, 0.36, -0.03], [1.05, -1.06, 0.24], [-0.93, 1.10, 0.64], [0.52, -0.62, -0.38], [-0.21, -0.16, 0.40], [0.12, 0.56, -0.24], [-0.46, 0.06, 0.31], [0.02, -0.19, -0.26], [-0.41, 0.99, -0.64], [0.02, 0.38, 0.11], [0.30, -0.22, 0.17], [0.02, -0.27, 0.20], [-0.01, 0.06, 0.15], [0.09, 0.12, -0.08], [-0.45, -0.63, -0.40], [0.02, -0.09, -0.04], [-0.04, -0.06, -0.01], [0.64, -0.14, 0.49], [-0.73, -1.05, -0.09], [0.25, 0.18, -0.06], [0.36, 0.52, -0.10], [-0.29, -0.01, 0.25], [-0.53, 0.25, 0.54], [0.33, -0.33, -0.02], [0.08, 0.18, 0.03], [-0.16, -0.05, 0.02], [0.26, 0.02, -0.33], [-0.05, 0.19, 0.19], [0.14, -0.12, 0.22], [0.15, 0.00, 0.02], [0.13, 0.06, -0.01], [0.01, -0.24, -0.13], [-0.13, -0.02, 0.00], [-0.03, -0.22, 0.24], [-0.08, 0.07, 0.04], [-0.29, 0.07, -0.04], [-0.36, 0.11, 0.30], [0.15, 0.08, -0.24], [-0.03, 0.03, 0.05], [0.10, 0.13, -0.01], [0.02, -0.04, 0.01], [0.05, 0.19, 0.04], [-0.06, 0.01, 0.08], [0.02, 0.10, -0.07], [0.04, 0.06, 0.00], [0.07, -0.09, -0.22], [0.10, 0.16, -0.21], [0.16, -0.22, -0.25], [-0.04, 0.22, -0.02], [-0.02, -0.04, 0.13], [-0.06, -0.05, 0.00], [0.07, -0.07, 0.03], [-0.06, 0.00, 0.03], [-0.14, -0.01, 0.18], [0.03, -0.01, 0.00], [0.04, -0.07, -0.04], [-0.03, -0.04, -0.09], [0.21, 0.10, 0.32], [-0.06, -0.12, -0.07], [-0.06, 0.09, 0.04], [-0.22, 0.34, 0.13], [-0.04, 0.00, -0.23], [0.08, -0.25, 0.08], [-0.24, 0.01, 0.41], [0.06, 0.05, 0.07], [0.30, -0.22, -0.40], [-0.12, 0.00, 0.21], [0.07, -0.03, -0.12], [0.11, 0.00, -0.02], [0.16, 0.17, 0.10], [-0.01, -0.01, 0.05], [-0.07, -0.03, -0.02], [-0.01, -0.14, -0.04], [-0.13, 0.08, -0.08], [0.00, 0.01, -0.01], [-0.03, -0.04, 0.28], [-0.01, -0.09, -0.18], [-0.05, 0.21, -0.16], [0.06, -0.14, -0.07], [0.02, 0.04, 0.03], [-0.05, 0.07, 0.16], [0.04, 0.15, -0.11], [0.07, 0.02, 0.24], [-0.21, -0.01, 0.25], [-0.26, 0.27, 0.00], [-0.02, -0.04, 0.06], [0.20, -0.04, -0.17], [-0.02, -0.02, -0.04], [0.06, -0.08, 0.06], [-0.04, 0.02, 0.01], [-0.01, 0.04, -0.01], [0.03, 0.00, 0.03], [-0.02, -0.03, 0.02], [-0.07, 0.43, 0.24], [0.06, -0.12, -0.07], [-0.23, -0.33, -0.27], [-0.08, 0.03, -0.03], [0.05, 0.13, 0.06], [0.00, -0.03, 0.02], [0.08, -0.15, -0.16], [0.02, 0.16, 0.03], [0.08, -0.03, 0.03], [0.03, 0.01, -0.04], [-0.02, 0.01, 0.01], [0.00, -0.16, 0.08], [0.06, 0.07, -0.08], [-0.01, -0.04, 0.02], [-0.08, -0.02, 0.19], [0.06, 0.00, -0.02], [-0.03, 0.00, 0.01], [0.04, 0.06, -0.03], [-0.18, 0.27, 0.08], [0.05, -0.07, 0.00], [0.08, 0.03, 0.02], [-0.18, 0.04, -0.03], [0.27, -0.13, -0.08], [0.03, 0.14, 0.01], [0.01, -0.22, -0.05], [-0.03, 0.04, 0.04], [0.10, 0.05, -0.22], [-0.09, 0.03, -0.07], [0.02, -0.01, 0.04], [0.09, -0.05, -0.03], [-0.07, 0.08, -0.13], [0.11, -0.12, -0.02], [0.03, 0.01, -0.02], [0.05, -0.01, 0.00], [-0.11, -0.17, 0.03], [-0.01, 0.02, 0.02]]}

Record 2
{"formula": "C20H9BrCl4HfN5O2", "method": "ωB97M-V/def2-TZVPD", "homo_energy_ev": -11.17, "charge": 1, "species": ["Hf", "Cl", "C", "C", "Cl", "C", "Cl", "C", "O", "C", "O", "C", "Cl", "Br", "C", "C", "C", "C", "C", "C", "N", "C", "C", "C", "C", "C", "C", "N", "H", "H", "H", "H", "H", "H", "H", "H", "H", "N", "C", "N", "C", "N"], "coordinates": [[0.489004, -0.092757, -0.417106], [0.942262, 6.206821, 1.311528], [0.374659, 4.715998, 0.704636], [-0.790061, 4.677143, -0.068151], [-1.635169, 6.119703, -0.410878], [-1.266972, 3.458933, -0.553969], [-2.718203, 3.369593, -1.458583], [-0.578478, 2.277835, -0.273588], [-0.985462, 1.073585, -0.700771], [0.587734, 2.316791, 0.532433], [1.159198, 1.133876, 0.831942], [1.064081, 3.538645, 1.006537], [2.487438, 3.566154, 1.956657], [-6.383934, 0.224209, 1.675522], [-4.670465, -0.365668, 1.155577], [-4.550809, -1.354819, 0.181782], [-3.304671, -1.837242, -0.156191], [-2.161898, -1.276204, 0.427498], [-2.288901, -0.237285, 1.368056], [-3.539149, 0.193326, 1.751365], [-0.859259, -1.660336, 0.151393], [-0.456189, -2.859542, -0.140097], [0.972780, -3.066502, -0.231189], [1.549560, -4.334210, -0.350781], [2.928966, -4.448998, -0.330351], [3.694411, -3.301087, -0.162081], [3.055242, -2.072260, -0.063974], [1.730428, -1.943687, -0.108039], [-5.431568, -1.739302, -0.307720], [-3.216243, -2.608548, -0.907973], [-1.386068, 0.172749, 1.822850], [-3.651664, 0.966904, 2.495687], [-1.128403, -3.713859, -0.208944], [0.917583, -5.203010, -0.450666], [3.399099, -5.414194, -0.438882], [4.769049, -3.358486, -0.102868], [3.625599, -1.157515, 0.067568], [5.533008, 2.557818, -1.473245], [4.483737, 2.238108, -1.806472], [3.289511, 1.906091, -2.179595], [2.434234, 1.054002, -2.046434], [1.515982, 0.277228, -2.092484]], "atomic_forces_ev_per_a": [[1.28, -1.12, -0.89], [0.10, 0.14, 0.06], [-0.10, -0.19, -0.07], [0.19, -0.23, 0.08], [-0.10, 0.10, -0.04], [0.19, -0.18, 0.07], [-0.03, -0.10, -0.09], [0.37, 1.57, 0.59], [-1.99, 0.69, -0.45], [-0.98, 2.06, -0.21], [1.08, 0.26, 1.78], [-0.12, -0.18, -0.20], [0.06, -0.13, 0.03], [0.23, -0.04, -0.10], [0.08, 0.01, -0.05], [-0.15, 0.15, 0.26], [0.64, 0.17, 0.03], [-1.69, 0.33, 0.69], [0.03, -0.60, -0.19], [-0.23, 0.02, -0.03], [0.06, -2.53, -0.23], [-0.87, 0.68, 0.51], [1.28, -0.60, -0.12], [-0.63, 0.65, -0.03], [0.29, 0.44, 0.05], [-0.24, -0.30, -0.03], [0.13, 0.14, 0.03], [0.27, -1.52, 0.22], [-0.08, -0.07, 0.03], [0.02, -0.04, -0.10], [-0.29, 0.04, 0.01], [0.01, 0.03, 0.04], [-0.04, 0.12, 0.04], [-0.07, -0.07, -0.03], [0.04, -0.07, 0.04], [0.09, 0.07, -0.03], [-0.02, -0.06, -0.06], [0.70, 0.21, 0.17], [0.45, -0.03, 0.38], [-1.23, -0.17, -0.36], [0.56, 0.44, -0.90], [0.70, -0.08, -0.90]]}

> What is the formula in the second record?

C20H9BrCl4HfN5O2